Molecular formula: C2H8N3P2
Method: DFT, ωB97M-V with the def2-TZVPD basis set

XYZ file:
```
15
C2H8N3P2 | the OMol25 dataset | ωB97M-V with the def2-TZVPD basis set
C 2.24181 0.19648 -0.00089
N 0.88295 0.74547 -0.08934
C -0.29213 0.22102 0.09392
N -0.44855 -1.31669 -0.05737
P -2.15707 -1.91160 0.12701
P -1.91826 1.23645 0.03531
N -1.27193 2.59188 0.16540
H 2.66687 0.63580 -0.89900
H 2.68727 0.55384 0.87340
H 2.11176 -0.86868 -0.03619
H 1.02267 1.80957 -0.09445
H 0.20586 -1.98408 0.30603
H -2.19781 -2.23046 -1.16293
H -1.72867 -3.13973 0.63059
H -1.80476 3.46073 0.10850
```

Computed properties:
Lowest unoccupied orbital energy in eV: -5.3287
DFT total energy in eV: -25242.6510
Net charge: +1
Kohn-Sham gap in eV: 7.971
SMILES: CNC(NP)=P#[NH+]
Relative energy (zero: lowest compared OMol25 entry of this formula, charge and spin) in kcal per mole: 26.5
HOMO level in eV: -13.300

Charges obtained by Löwdin population analysis, quoted in units of e:
1. C 0.0108
2. N -0.0369
3. C -0.4053
4. N -0.2706
5. P 0.7895
6. P 0.8973
7. N -0.2838
8. H 0.1133
9. H 0.0883
10. H 0.0812
11. H 0.1736
12. H 0.0497
13. H -0.1325
14. H -0.0922
15. H 0.0176